(1)
Molecular formula: C68H41CdCl4N10Se
Method: DFT, ωB97M-V/def2-TZVPD

Results
- Calculated total energy: -7573.48099 Ha
- Max |F|: 0.8 eV Å⁻¹
- Charge: -1
- E_HOMO: -4.033 eV

Cartesian coordinates (Å):
Cd1 -0.32654 -0.41413 0.53009
Cl1 -8.27735 0.52666 5.58869
C1 -6.69182 0.31853 4.89940
C2 -5.76347 -0.47278 5.55494
C3 -4.50608 -0.64311 4.99666
C4 -4.16498 -0.02837 3.79431
C5 -5.11594 0.77187 3.16374
C6 -6.37956 0.94822 3.70713
C7 -2.82828 -0.20725 3.16272
C8 -2.50752 -1.52158 2.68109
C9 -3.35797 -2.67643 2.84236
C10 -2.66526 -3.73546 2.35023
C11 -1.41431 -3.21417 1.87285
C12 -0.39693 -3.99913 1.34332
C13 -0.64780 -5.47036 1.31859
C14 -0.14325 -6.31500 2.29901
C15 -0.37407 -7.68234 2.24638
C16 -1.12179 -8.20078 1.20368
Cl2 -1.41719 -9.91434 1.13387
C17 -1.64778 -7.37636 0.22305
C18 -1.40877 -6.01258 0.28624
C19 0.83179 -3.58027 0.80534
N1 1.15774 -2.28655 0.44062
C20 2.36614 -2.34818 -0.10900
C21 3.03168 -1.17812 -0.75621
C22 4.21713 -1.55939 -1.66940
C23 4.22963 -2.68636 -2.63038
C24 5.41140 -3.18441 -3.00035
C25 6.64675 -2.69862 -2.38175
Cl3 8.12311 -3.33877 -3.04564
C26 6.68937 -1.86025 -1.34504
C27 5.41982 -1.40122 -0.70202
C28 2.51637 0.87643 -0.28688
C29 2.91843 2.26469 -0.70176
C30 2.37488 3.11011 0.16988
C31 1.49723 2.32868 1.07176
N2 1.55010 1.04491 0.77140
C32 0.68699 2.93762 2.05082
C33 -0.39840 2.29018 2.66327
C34 -1.29013 2.96337 3.61707
C35 -2.30638 2.12000 3.85495
C36 -2.01893 0.90026 3.10205
N3 -0.83846 1.04459 2.41351
C37 0.95477 4.36582 2.37027
C38 2.16318 4.74034 2.95944
C39 2.43908 6.06368 3.26932
C40 1.49639 7.03593 2.98231
Cl4 1.83139 8.69848 3.37399
C41 0.29135 6.70028 2.38923
C42 0.02965 5.37233 2.08784
C43 2.89109 -3.66968 -0.07075
C44 1.90724 -4.45287 0.48150
N4 -1.35903 -1.86083 2.08712
H1 -6.02396 -0.94565 6.49222
H2 -3.77051 -1.25607 5.50233
H3 -4.85405 1.25226 2.22911
H4 -7.11716 1.56520 3.21190
H5 -4.34663 -2.67916 3.26968
H6 -2.97097 -4.76900 2.31526
H7 0.43331 -5.89572 3.11437
H8 0.01558 -8.34247 3.00946
H9 -2.24099 -7.79486 -0.57874
H10 -1.82763 -5.35074 -0.46074
H11 3.29708 -3.04356 -3.05038
H12 5.49310 -3.96926 -3.74000
H13 7.63205 -1.59477 -0.88134
H14 5.33203 -1.86899 0.28618
H15 3.59017 2.50278 -1.51239
H16 2.48945 4.18351 0.19522
H17 -1.13182 3.93974 4.04532
H18 -3.15424 2.27394 4.50381
H19 2.89139 3.97279 3.19193
H20 3.37345 6.33565 3.74225
H21 -0.43028 7.47214 2.15660
H22 -0.91032 5.10991 1.61782
H23 3.86309 -3.98488 -0.41354
H24 1.93910 -5.51509 0.66677
Se1 4.59993 1.46372 -6.66012
N5 4.88080 0.96191 -4.98579
C45 3.70207 0.79530 -4.42734
C46 3.50116 0.38805 -3.06641
C47 4.61193 -0.15788 -2.23013
C48 4.98755 0.09544 -0.72831
C49 3.69804 -0.04892 0.08265
N6 2.04552 -0.15743 -1.27459
C50 2.22904 0.24449 -2.61494
C51 1.06057 0.50647 -3.43239
N7 -0.13831 0.33145 -2.86657
C52 -1.21336 0.51008 -3.60387
C53 -1.16587 0.88998 -4.95015
C54 0.06084 1.08966 -5.53895
C55 1.21615 0.89735 -4.77689
C56 2.55669 1.05806 -5.28545
N8 2.83707 1.42922 -6.51128
H25 5.52171 -0.19365 -2.82480
H26 5.67119 0.90083 -0.46203
H27 3.85411 -0.20659 1.14848
H28 -2.16466 0.33790 -3.10715
H29 -2.08098 1.01826 -5.51207
H30 0.15075 1.38517 -6.57672
C57 -2.48505 2.78578 -0.01369
N9 -2.25182 1.35997 -0.13992
C58 -3.22960 0.62126 -0.50364
C59 -3.05547 -0.75366 -0.85222
C60 -3.97522 -1.63216 -1.44120
C61 -3.24640 -2.76476 -1.81120
C62 -1.92313 -2.51252 -1.42889
N10 -1.80512 -1.31178 -0.85328
C63 -1.95863 3.51021 -1.23437
C64 -0.59790 3.43719 -1.52354
C65 -0.07697 4.07721 -2.63461
C66 -0.91490 4.78247 -3.48952
C67 -2.27236 4.84905 -3.21713
C68 -2.78981 4.21968 -2.09041
H31 -1.94220 3.14295 0.86379
H32 -3.55255 3.01531 0.12573
H33 -4.24053 1.03970 -0.61955
H34 -5.03362 -1.46132 -1.57690
H35 -3.62249 -3.64581 -2.31064
H36 -1.05170 -3.14018 -1.56852
H37 0.03812 2.85222 -0.87197
H38 0.98552 4.01620 -2.84287
H39 -0.51091 5.27352 -4.36666
H40 -2.93242 5.38962 -3.88509
H41 -3.85278 4.28000 -1.88285

Forces on atoms 1 to 3 (eV/Å):
0.464 0.388 0.258
-0.075 0.013 0.037
0.087 0.013 -0.054

(2)
Molecular formula: C68H63MoN3OP2S3
Method: DFT, ωB97M-V/def2-TZVPD

Results
- Calculated total energy: -4813.97473 Ha
- Max |F|: 2.1 eV Å⁻¹
- Expectation value of S²: 2.061
- E_HOMO (alpha / beta): -6.476 / -6.629 eV
- Relative energy (zero: lowest compared OMol25 entry of this formula, charge and spin): 0.414 eV
- Spin multiplicity: 3

Cartesian coordinates (Å):
Mo1 -0.39219 -0.69917 0.49220
C1 -2.03895 -3.73433 1.71394
N1 -2.30084 -3.51118 0.29540
C2 -3.72446 -3.60404 0.01208
C3 -4.56351 -2.46998 0.60393
N2 -4.29562 -1.18947 -0.03269
C4 -5.19103 -0.14194 0.43742
C5 -4.31961 -1.25645 -1.46325
C6 -5.38988 -1.80224 -2.16686
C7 -5.39791 -1.86618 -3.54922
C8 -4.32709 -1.35231 -4.26067
C9 -3.25827 -0.80641 -3.58183
C10 -3.23102 -0.77247 -2.18738
S1 -1.79239 -0.11167 -1.43778
C11 -1.49224 -4.37881 -0.49150
C12 -2.00490 -5.45626 -1.21335
C13 -1.18366 -6.36045 -1.86539
C14 0.19093 -6.22647 -1.79722
C15 0.71824 -5.14203 -1.12733
C16 -0.09813 -4.20103 -0.50862
S2 0.76789 -2.86192 0.24330
H1 -2.41462 -4.72167 2.03223
H2 -2.51781 -2.95190 2.29805
H3 -0.96682 -3.68369 1.89115
H4 -4.14018 -4.55068 0.40452
H5 -3.85024 -3.58797 -1.07307
H6 -4.33993 -2.34804 1.66601
H7 -5.62665 -2.76706 0.52642
H8 -5.34945 -0.24507 1.51151
H9 -6.17447 -0.17308 -0.06011
H10 -4.73651 0.82935 0.23471
H11 -6.23188 -2.19845 -1.61472
H12 -6.23875 -2.30760 -4.06749
H13 -4.32158 -1.39305 -5.33978
H14 -2.41895 -0.40139 -4.12382
H15 -3.07053 -5.61876 -1.26785
H16 -1.61991 -7.18958 -2.40167
H17 0.84421 -6.95528 -2.25596
H18 1.78569 -4.98782 -1.07688
O1 1.50221 1.45805 -0.26452
S3 1.78225 1.01325 1.12970
C17 2.49325 2.57261 1.74887
C18 3.76935 2.76587 2.22036
C19 4.20639 3.99585 2.73575
C20 3.33911 5.05292 2.72094
C21 3.49840 6.48162 3.15849
C22 2.15287 7.15893 2.80233
C23 1.31306 6.06726 2.20259
C24 0.03398 6.05357 1.71657
C25 -0.49988 4.82867 1.29254
C26 0.18575 3.62067 1.32553
P1 -0.85366 2.11972 0.99194
C27 -1.93959 2.19300 2.47473
C28 -1.86328 3.15788 3.47496
C29 -2.71475 3.10920 4.56462
C30 -3.64496 2.09212 4.67535
C31 -3.71644 1.11293 3.69429
C32 -2.86014 1.15533 2.60835
C33 -1.94806 2.81274 -0.30534
C34 -1.39137 2.94402 -1.57717
C35 -2.16638 3.37560 -2.63550
C36 -3.50229 3.69078 -2.43708
C37 -4.05203 3.58425 -1.17070
C38 -3.28279 3.14346 -0.10755
C39 1.54374 3.62896 1.74946
C40 2.04302 4.86834 2.20035
C41 3.23645 -0.03007 0.99919
C42 3.95415 -0.29740 2.14518
C43 5.21590 -0.91642 2.12086
C44 5.77913 -1.17159 0.89932
C45 7.13568 -1.68216 0.50520
C46 7.13977 -1.65818 -1.04411
C47 5.76958 -1.18153 -1.43118
C48 5.17775 -0.93548 -2.63923
C49 3.80924 -0.61822 -2.65626
C50 3.04002 -0.45960 -1.51567
P2 1.21335 -0.53798 -1.70658
C51 1.11002 -2.11664 -2.69782
C52 2.18625 -2.94414 -3.00947
C53 2.03061 -4.04252 -3.83463
C54 0.79147 -4.36674 -4.35675
C55 -0.30792 -3.62328 -3.96584
C56 -0.14953 -2.52872 -3.13694
C57 1.09275 0.67197 -3.08758
C58 1.80584 1.86770 -3.01004
C59 1.74422 2.79292 -4.03578
C60 0.98051 2.53683 -5.16248
C61 0.26528 1.35434 -5.24654
C62 0.31699 0.43100 -4.21498
C63 3.70346 -0.46165 -0.26397
C64 5.03072 -0.92647 -0.26449
H19 4.47828 1.95374 2.18296
H20 5.21614 4.08266 3.10955
H21 4.33371 6.95775 2.64182
H22 3.70859 6.54121 4.22961
H23 2.30017 7.98517 2.10501
H24 1.65937 7.56475 3.68671
H25 -0.56731 6.95155 1.67824
H26 -1.52243 4.83272 0.94149
H27 -1.12463 3.94232 3.42785
H28 -2.64576 3.86826 5.33408
H29 -4.29579 2.04737 5.53525
H30 -4.43639 0.31061 3.78900
H31 -2.85962 0.36953 1.85855
H32 -0.35040 2.68979 -1.73009
H33 -1.73426 3.45682 -3.62218
H34 -4.11092 4.02018 -3.26871
H35 -5.08660 3.84753 -1.00599
H36 -3.71517 3.07065 0.88096
H37 3.54843 0.01355 3.09759
H38 5.73649 -1.11648 3.04644
H39 7.29729 -2.69029 0.89384
H40 7.92133 -1.04285 0.91201
H41 7.34426 -2.64282 -1.46630
H42 7.90047 -0.97519 -1.42521
H43 5.71258 -1.03665 -3.57184
H44 3.31893 -0.54051 -3.61773
H45 3.16585 -2.75585 -2.60000
H46 2.89319 -4.64964 -4.07328
H47 0.68315 -5.20575 -5.02829
H48 -1.29757 -3.89111 -4.30776
H49 -1.03026 -1.99382 -2.81595
H50 2.40448 2.07256 -2.13546
H51 2.30909 3.71160 -3.95975
H52 0.94575 3.25883 -5.96763
H53 -0.32132 1.13757 -6.12936
H54 -0.22891 -0.49658 -4.30120
C65 -1.18374 -1.57273 4.42862
C66 -0.01087 -1.05503 3.57305
C67 1.12860 -2.09447 3.62769
C68 0.47975 0.27098 4.19866
N3 -0.36067 -0.85576 2.22495
H55 -0.91803 -1.53136 5.48293
H56 -1.41757 -2.59960 4.16587
H57 -2.06278 -0.95639 4.26433
H58 1.45137 -2.26725 4.65168
H59 1.97192 -1.76156 3.02539
H60 0.78438 -3.03489 3.20558
H61 0.76608 0.12046 5.23893
H62 -0.30782 1.01887 4.15273
H63 1.34274 0.65250 3.65764

Forces on atoms 1 to 3 (eV/Å):
0.196 -0.792 0.374
0.005 -0.022 0.039
-0.091 -0.052 -0.094

(3)
Molecular formula: C68H66AsO3PS2Si2Ti
Method: DFT, ωB97M-V/def2-TZVPD

Results
- Calculated total energy: -7658.56222 Ha
- Max |F|: 2.1 eV Å⁻¹
- Expectation value of S²: 2.017
- E_HOMO (alpha / beta): -5.782 / -7.018 eV
- Spin multiplicity: 3

Cartesian coordinates (Å):
Ti1 0.55934 -1.07892 -0.52425
C1 4.60687 8.15522 -0.51502
C2 3.70436 6.97255 -0.30065
C3 2.32465 7.13062 -0.19542
C4 1.49809 6.03151 -0.03118
C5 2.05849 4.76817 0.02070
C6 3.42982 4.58413 -0.05552
C7 4.24637 5.69229 -0.21064
S1 0.98430 3.32129 0.14571
O1 -0.12004 3.73513 1.04527
C8 0.42955 3.44946 -1.58519
C9 1.45233 3.26181 -2.53892
C10 1.17856 3.30963 -3.87339
C11 -0.15344 3.44343 -4.32661
C12 -0.47925 3.39330 -5.69915
C13 -1.78216 3.46004 -6.11046
C14 -2.81350 3.57977 -5.16496
C15 -2.52482 3.66557 -3.82937
C16 -1.18818 3.62178 -3.37377
C17 -0.87048 3.69311 -1.97702
C18 -1.95393 4.09908 -1.05068
C19 -2.44887 5.43418 -1.13106
C20 -1.82632 6.42416 -1.92836
C21 -2.31952 7.69861 -1.98033
C22 -3.45640 8.05382 -1.23336
C23 -4.06157 7.12921 -0.42958
C24 -3.57192 5.80573 -0.34837
C25 -4.16595 4.84873 0.50014
C26 -3.64169 3.59349 0.61610
C27 -2.53793 3.21565 -0.16356
S2 -1.81611 1.55008 -0.06099
O2 -2.60915 0.77581 -1.06993
C28 -2.48016 1.12503 1.56134
C29 -3.57714 0.29005 1.65983
C30 -3.99864 -0.14458 2.90583
C31 -3.33294 0.25481 4.06080
C32 -3.76003 -0.23834 5.41556
C33 -2.25298 1.12649 3.94215
C34 -1.81564 1.55564 2.70017
H1 4.03073 9.06923 -0.64475
H2 5.22126 8.00544 -1.40314
H3 5.27595 8.28305 0.33679
H4 1.89356 8.12167 -0.26028
H5 0.42333 6.14277 0.04628
H6 3.83950 3.58022 -0.00923
H7 5.31975 5.56558 -0.27653
H8 2.47015 3.12039 -2.19942
H9 1.97630 3.22508 -4.60055
H10 0.32239 3.28336 -6.41909
H11 -2.02806 3.40363 -7.16249
H12 -3.84461 3.59258 -5.49199
H13 -3.32498 3.74340 -3.10662
H14 -0.94317 6.16534 -2.49662
H15 -1.82844 8.44462 -2.59075
H16 -3.84245 9.06246 -1.29336
H17 -4.92234 7.39952 0.16891
H18 -5.03562 5.13673 1.07670
H19 -4.09290 2.87802 1.28811
H20 -4.08054 -0.02018 0.75438
H21 -4.84948 -0.81144 2.98508
H22 -4.29720 -1.18200 5.33512
H23 -4.42051 0.48781 5.89332
H24 -2.89422 -0.37660 6.06164
H25 -1.74067 1.45684 4.83751
H26 -0.97739 2.23085 2.60649
O3 -1.29941 -1.12892 0.23771
P1 -1.98631 -1.88991 -0.89032
C35 -1.98895 -3.63159 -0.32091
C36 -2.33322 -3.77488 1.02561
C37 -2.48357 -5.03002 1.58694
C38 -2.28184 -6.16100 0.80930
C39 -1.89619 -6.02652 -0.51387
C40 -1.75206 -4.76865 -1.08129
C41 -1.09513 -1.64775 -2.43450
C42 -1.22564 -2.51018 -3.53302
C43 -0.44781 -2.34591 -4.65547
C44 0.47605 -1.28414 -4.72426
C45 0.56770 -0.37647 -3.70076
C46 -0.18387 -0.53703 -2.51802
C47 -3.77042 -1.72085 -1.27161
C48 -4.12327 -1.11774 -2.47593
C49 -5.45117 -1.05125 -2.86189
C50 -6.43785 -1.59459 -2.05241
C51 -6.09101 -2.21443 -0.86160
C52 -4.76193 -2.28759 -0.47527
H27 -2.46552 -2.88804 1.63644
H28 -2.75194 -5.12514 2.63097
H29 -2.40752 -7.14366 1.24363
H30 -1.70026 -6.90482 -1.11423
H31 -1.43058 -4.68652 -2.10998
H32 -1.98346 -3.28336 -3.51985
H33 -0.55371 -3.02141 -5.49288
H34 1.07230 -1.15419 -5.61788
H35 1.21371 0.48615 -3.78592
H36 -0.40864 0.36798 -1.93815
H37 -3.35515 -0.67830 -3.09662
H38 -5.71437 -0.57028 -3.79457
H39 -7.47621 -1.53382 -2.34986
H40 -6.85769 -2.64658 -0.23210
H41 -4.50066 -2.78679 0.44739
C53 1.95075 -6.13636 -2.55660
C54 1.86812 -4.81439 -3.03022
C55 1.61206 -3.78638 -2.16364
C56 1.39636 -4.01800 -0.78289
C57 1.07737 -2.93818 0.10202
C58 0.80984 -3.26782 1.41960
C59 0.88916 -4.59094 1.89286
C60 1.21848 -5.61447 1.05092
C61 1.46640 -5.35949 -0.31572
C62 1.76103 -6.39782 -1.22784
H42 2.17451 -6.93970 -3.24658
H43 2.02214 -4.61466 -4.08362
H44 1.59134 -2.76023 -2.52530
H45 0.51593 -2.50093 2.13459
H46 0.67708 -4.79804 2.93563
H47 1.26433 -6.63385 1.41501
H48 1.83008 -7.41229 -0.85240
C63 4.41737 1.06900 2.27543
Si1 3.16791 -0.19009 1.55567
C64 1.50990 0.13001 2.46725
C65 3.91029 -1.87690 2.04511
As1 2.65052 0.18712 -0.68182
Si2 4.39283 -1.01086 -1.71869
C66 4.75029 -2.86820 -1.49208
C67 4.19114 -0.70350 -3.59724
C68 5.97398 -0.03376 -1.25333
H49 4.84163 0.72274 3.21840
H50 3.95261 2.03968 2.45400
H51 5.24294 1.22186 1.57874
H52 1.41742 1.18426 2.73167
H53 1.42630 -0.44743 3.38889
H54 0.65411 -0.12381 1.82716
H55 3.88791 -2.02287 3.12620
H56 4.95282 -1.92684 1.72582
H57 3.37744 -2.70577 1.58456
H58 4.17116 -3.46206 -2.19432
H59 4.49041 -3.20623 -0.48908
H60 5.80512 -3.08580 -1.66161
H61 3.29396 -1.18671 -3.98484
H62 5.04472 -1.07782 -4.16282
H63 4.10206 0.36874 -3.78434
H64 6.34662 -0.32406 -0.27004
H65 5.71852 1.02651 -1.21096
H66 6.78035 -0.16594 -1.97462

Forces on atoms 1 to 3 (eV/Å):
-0.039 -0.053 -0.104
-0.035 -0.065 0.039
0.054 -0.030 0.011